Density functional theory data (ωB97M-V/def2-TZVPD) for the molecule C3H4N2OS in a non-equilibrium geometry.

Each line ends with the Löwdin charge.
Positions of all 11 atoms, in Å:
H 2.221 1.042 1.241  0.125
C 2.082 0.512 0.136  -0.463
C -0.320 -0.348 -0.088  -0.834
C -2.352 -0.658 -0.032  -0.262
N -1.224 -1.395 0.033  0.062
H 1.807 1.269 -0.635  0.040
S 1.197 -0.960 -0.167  0.971
H 3.034 0.235 -0.359  0.020
O -2.276 0.609 -0.033  0.007
N -0.780 0.867 -0.304  0.156
H -3.387 -1.172 0.208  0.177

- LUMO: 0.6 eV
- SMILES: CSc1ncon1
- ΔE to the lowest compared entry with this formula, charge and spin: 3.224 eV

Density functional theory data (ωB97M-V/def2-TZVPD) for C40H43MgN3O7S2 as an isolated structure in a non-equilibrium geometry.

Each line ends with the Löwdin charge.
Positions of all 96 atoms, in Å:
O 1.921 2.025 -1.706  -0.077
C -2.582 0.860 0.216  -0.185
C 4.287 0.673 -1.163  -0.350
O 0.688 -2.945 -2.665  -0.106
H -2.137 -3.356 0.923  0.131
H 2.638 -3.402 4.440  0.111
C 0.100 -3.562 -1.594  -0.231
C -5.394 -1.331 -2.434  -0.223
H 2.600 -2.468 -1.544  0.057
H 7.909 1.870 -0.660  0.100
H -5.497 0.097 -4.804  0.095
C 6.886 1.553 -0.802  -0.088
H 4.774 0.517 -3.232  0.115
S 0.998 -2.628 2.172  1.055
H -6.798 2.035 0.048  0.090
Mg 0.081 -0.312 -0.219  0.476
H -3.085 -3.274 -1.347  0.137
C 1.701 -0.295 3.478  -0.054
H 2.072 -3.473 0.272  0.062
H -7.212 -0.591 -3.301  0.106
C -5.693 -3.083 -0.794  -0.011
O -4.484 -0.592 -3.125  -0.080
C 2.278 0.434 4.505  -0.058
O -4.848 1.584 0.072  -0.118
H 7.094 1.326 -2.924  0.104
H 4.030 0.990 0.921  0.112
C 4.316 -2.230 -0.243  -0.208
C -0.191 3.115 -1.783  0.024
H 2.823 -4.128 1.732  0.097
H 4.689 -3.244 -0.423  0.118
H 0.418 -2.045 -4.431  0.098
H -5.553 1.165 -3.375  0.098
C 1.854 -1.670 3.457  -0.363
C 0.688 1.869 -1.761  -0.681
H -8.666 -2.068 -2.018  0.104
C 3.600 -2.181 1.114  -0.231
H 4.335 -2.308 1.915  0.121
H 6.374 1.720 1.269  0.105
H -5.743 3.460 0.214  0.094
C -1.273 0.950 0.675  -0.093
H -4.038 -0.057 -0.815  0.121
H 5.189 -1.576 -0.185  0.103
C 0.137 -5.562 -0.226  -0.095
C -4.852 -2.235 -1.501  -0.174
C 3.136 -1.589 5.473  -0.079
C -0.870 -5.040 0.567  -0.101
C 4.720 1.044 0.094  -0.067
C 5.136 0.787 -2.251  -0.076
C -7.598 -2.123 -1.872  -0.085
H 2.159 1.505 4.536  0.108
C 2.492 -3.213 1.243  -0.266
C 0.606 -4.826 -1.297  -0.023
H -4.032 0.964 -4.282  0.099
C -7.064 -3.029 -0.977  -0.092
H 3.437 0.360 6.301  0.103
H 1.130 0.185 2.695  0.097
H -0.286 3.454 -2.814  0.081
H 0.036 2.182 1.839  0.085
C -1.934 2.971 1.861  -0.104
H -5.258 -3.776 -0.087  0.116
C -1.383 -3.792 0.281  -0.059
H 1.386 -5.213 -1.936  0.124
H 3.692 -2.084 6.255  0.104
H 3.171 -1.188 1.222  0.071
C 3.445 -1.797 -1.412  -0.262
H -0.084 -1.048 -3.039  0.064
C -0.898 -3.009 -0.776  -0.241
C -0.979 2.046 1.487  -0.140
O 2.032 -0.029 -0.056  -0.510
C -6.771 -1.282 -2.601  -0.015
C -3.242 2.849 1.417  -0.046
O 0.339 -1.617 1.321  -0.534
O 0.115 0.757 -1.833  -0.127
C -0.079 -2.055 -3.459  -0.046
H -1.103 -2.424 -3.574  0.101
H -1.250 -5.596 1.410  0.105
H 0.270 3.907 -1.199  0.083
H -7.708 -3.690 -0.417  0.101
H 4.021 -1.804 -2.336  0.090
H -6.000 2.369 1.607  0.097
H 0.560 -6.530 -0.009  0.103
H -3.979 3.577 1.723  0.097
C -4.934 0.462 -3.939  -0.068
C 6.024 1.470 0.278  -0.071
C 2.555 -2.326 4.455  -0.088
N -3.460 -2.335 -1.339  0.152
H -1.676 3.804 2.499  0.094
N -1.300 -1.687 -0.861  0.083
C -5.889 2.416 0.518  -0.095
C -3.572 1.795 0.584  -0.205
S 2.662 -0.075 -1.399  1.062
C 6.434 1.233 -2.073  -0.076
H -1.170 2.865 -1.387  0.067
C -2.558 -1.379 -0.911  -0.325
N -3.054 -0.176 -0.616  0.186
C 2.996 -0.211 5.497  -0.081

- LUMO: 0.5 eV
- ΔE to the lowest compared entry with this formula, charge and spin: 1.125 eV